# 1
{"formula": "C23H26GaN3O6", "method": "the ωB97M-V functional and the def2-TZVPD basis", "elements": ["Ga", "O", "O", "O", "O", "O", "O", "N", "N", "N", "C", "C", "C", "C", "C", "C", "C", "C", "C", "C", "C", "C", "C", "C", "C", "C", "C", "C", "C", "C", "C", "C", "C", "H", "H", "H", "H", "H", "H", "H", "H", "H", "H", "H", "H", "H", "H", "H", "H", "H", "H", "H", "H", "H", "H", "H", "H", "H", "H"], "positions_angstrom": [[0.11053, -1.89850, -0.34440], [1.78660, -2.37412, -0.66516], [-0.14692, -2.18703, 1.70757], [-0.71960, -3.50758, 3.35154], [-0.60194, -2.33074, -2.38292], [3.87039, -2.08085, -0.01174], [-1.04037, -4.17194, -3.64061], [-0.85422, -3.67423, -0.18652], [-1.65511, 1.99877, -0.18414], [-0.97944, -0.36009, -0.25677], [-0.61002, -3.25841, 2.06382], [-2.00891, 2.73479, -1.45950], [-1.38592, -5.56613, 1.13920], [-1.97884, 4.03788, 1.19474], [2.81742, -1.58550, -0.22494], [2.09515, 4.02374, 0.87424], [-2.18345, 2.54860, 1.10113], [2.54399, 1.66750, 1.56681], [2.11571, 2.53753, 0.58094], [-2.54277, 4.72469, -0.02674], [3.31297, -0.63476, 2.38600], [-0.98320, -4.24718, 1.01269], [2.72337, 0.30399, 1.31627], [1.93227, 0.68801, -0.96378], [-1.45465, -5.68011, -1.24439], [-1.85088, 4.22826, -1.29635], [2.41645, -0.15986, 0.05532], [-0.90581, -3.52063, -2.51427], [1.64592, 0.16792, -2.38354], [1.79464, 2.03120, -0.68330], [-1.60797, -6.31001, -0.00592], [-1.09828, -4.34748, -1.27775], [-1.26809, 0.77316, -0.28632], [2.88532, -1.64295, 2.33113], [4.41938, -0.71806, 2.24522], [-1.39116, 2.31578, -2.27247], [1.55472, 2.77026, -1.45820], [-0.92065, 4.25936, 1.34522], [-2.36257, 4.72169, -2.14834], [-3.26728, 2.37097, 1.16248], [1.98857, 4.27622, 1.92703], [-1.51213, -6.05318, 2.08341], [-0.91139, -3.55375, -4.39248], [2.25429, -0.70071, -2.67468], [1.85750, 0.93042, -3.11546], [0.61258, -0.11951, -2.50946], [-3.07630, 2.48321, -1.64299], [-1.85182, -7.36845, 0.05909], [-2.48311, 5.82061, 0.05490], [2.71970, 2.07312, 2.56850], [-2.47573, 4.36232, 2.12486], [-0.80450, 4.52567, -1.30189], [-1.66735, -6.18979, -2.16096], [-3.62124, 4.46950, -0.10700], [-1.09503, -4.36632, 3.47331], [3.14117, -0.26520, 3.38847], [1.32709, 4.53029, 0.28304], [3.05229, 4.44611, 0.50632], [-1.66138, 2.05151, 1.91972]], "lowdin_charge": [0.48, -0.01, 0.14, 0.26, 0.11, 0.19, 0.23, 0.15, -0.02, 0.27, -0.35, -0.09, 0.08, -0.18, -0.50, -0.03, -0.10, 0.01, -0.25, -0.19, -0.01, -0.09, -0.17, -0.21, 0.10, -0.17, -0.12, -0.36, -0.01, -0.02, 0.06, -0.12, -0.12, 0.08, 0.12, 0.13, 0.13, 0.11, 0.14, 0.14, 0.08, 0.14, 0.19, 0.10, 0.09, 0.04, 0.14, 0.15, 0.13, 0.13, 0.14, 0.11, 0.14, 0.13, 0.12, 0.08, 0.06, 0.11, 0.14], "multiplicity": 1, "e_homo_ev": -13.945, "charge": 2, "gap_ev": 6.19}



# 2
{"formula": "C23H26KN4O3", "method": "the ωB97M-V functional and the def2-TZVPD basis", "elements": ["K", "O", "O", "O", "N", "N", "N", "N", "C", "C", "C", "C", "C", "C", "C", "C", "C", "C", "C", "C", "C", "C", "C", "C", "C", "C", "C", "C", "C", "C", "C", "H", "H", "H", "H", "H", "H", "H", "H", "H", "H", "H", "H", "H", "H", "H", "H", "H", "H", "H", "H", "H", "H", "H", "H", "H", "H"], "positions_angstrom": [[0.60364, -0.28331, 2.80539], [3.44069, 2.72665, 1.00309], [0.77929, -0.63880, 0.55087], [1.87769, 1.72564, 2.25239], [-1.92230, 0.20202, 2.84883], [-0.28343, -0.24171, 5.13013], [-1.55738, -0.33558, 5.24347], [2.39463, 0.98499, 0.01619], [-1.38990, 0.11963, -6.61359], [-3.76236, -0.20404, 4.33419], [0.46921, -1.64396, -1.84107], [0.34672, -0.61453, 7.40674], [-4.64876, 0.00539, 3.29081], [3.06158, -0.06609, 6.78437], [-4.17141, 0.29210, 1.99525], [-1.21632, -1.29942, -6.86458], [-0.51177, -2.08776, -6.00468], [4.06728, 2.55616, -0.30460], [1.30019, -0.60656, 8.40607], [2.50265, 1.79595, 1.19525], [2.64797, -0.33133, 8.10279], [1.49860, -0.09627, -0.30449], [-1.28365, 0.63357, -5.35505], [0.74124, -0.31546, 6.10281], [-2.37877, -0.09749, 4.07453], [2.11927, -0.06988, 5.76063], [-2.78430, 0.35826, 1.82095], [-1.82150, -1.89563, -8.12543], [-1.71149, 1.03121, -7.78724], [3.25658, 1.54037, -1.04483], [1.39039, -0.65866, -1.65041], [-0.19174, -2.01482, -1.03621], [2.10784, -0.29250, -2.40985], [-5.71522, -0.05530, 3.48362], [-2.91838, -1.80364, -8.13464], [-3.97118, -0.43189, 5.37813], [-2.30776, 0.56524, 0.84526], [0.40045, -2.10740, -2.82599], [4.04644, 3.55789, -0.75871], [-0.36090, -3.13174, -6.27769], [0.94864, -0.81988, 9.41183], [4.11756, 0.14731, 6.57471], [-1.48966, 1.69454, -5.21999], [2.63857, 2.01869, -1.82074], [-0.01421, -1.66813, -5.13272], [3.37599, -0.33050, 8.91884], [-1.11248, -0.00858, -4.49332], [-4.82697, 0.47100, 1.13586], [3.87218, 0.75027, -1.49211], [-1.45935, -1.42935, -9.05233], [-0.90224, 1.03737, -8.53377], [5.07739, 2.16795, -0.10565], [2.40150, 0.15336, 4.71858], [-2.63007, 0.75431, -8.32334], [-1.58781, -2.96300, -8.17065], [-0.72703, -0.80479, 7.52103], [-1.82586, 2.05810, -7.42892]], "lowdin_charge": [0.94, 0.08, -0.13, 0.00, 0.01, -0.06, 0.10, 0.09, -0.33, 0.00, 0.12, -0.02, -0.04, -0.07, -0.04, -0.33, 0.05, -0.08, -0.06, -0.44, -0.05, -0.35, 0.05, -0.25, -0.31, -0.01, -0.12, -0.06, -0.06, -0.11, -0.05, 0.10, 0.11, 0.11, 0.09, 0.12, 0.12, 0.06, 0.15, 0.06, 0.11, 0.12, 0.06, 0.14, 0.03, 0.11, 0.04, 0.11, 0.14, 0.08, 0.09, 0.14, 0.08, 0.08, 0.07, 0.12, 0.07], "multiplicity": 1, "e_homo_ev": -10.278, "charge": 1, "gap_ev": 6.69}



# 3
{"formula": "C23H26N2O3", "method": "the ωB97M-V functional and the def2-TZVPD basis", "elements": ["O", "O", "O", "N", "N", "C", "C", "C", "C", "C", "C", "C", "C", "C", "C", "C", "C", "C", "C", "C", "C", "C", "C", "C", "C", "C", "C", "C", "H", "H", "H", "H", "H", "H", "H", "H", "H", "H", "H", "H", "H", "H", "H", "H", "H", "H", "H", "H", "H", "H", "H", "H", "H", "H"], "positions_angstrom": [[2.50326, 1.99679, 0.56577], [0.71141, -3.13301, 1.37473], [-2.51227, 1.78467, -0.05891], [0.59632, -0.87493, 1.42523], [-1.10741, 0.17235, -0.80271], [-1.19962, -2.09276, 2.42319], [-0.10195, 0.28460, 1.92618], [1.88507, -0.69274, 0.77900], [2.78870, 3.35743, 0.34908], [-4.51315, -0.58563, -3.51156], [4.37819, -0.15947, 3.57902], [-4.18130, -1.71348, -4.24423], [-0.86202, 1.92523, -2.58234], [3.48386, -0.75829, 2.70834], [4.06559, 1.93266, 2.43752], [-1.87298, -1.40715, -3.66865], [-2.16809, -1.16906, 1.68136], [0.13555, -2.11580, 1.70872], [0.15062, 0.85389, -2.85747], [4.66732, 1.18435, 3.43577], [-3.52738, 0.13460, -2.86169], [2.87406, -0.03031, 1.70090], [-1.15447, 0.50330, -2.20134], [-1.80636, 0.82298, 0.15204], [-2.86142, -2.12422, -4.32012], [-2.19964, -0.26890, -2.94357], [3.16068, 1.33617, 1.56846], [-1.59767, 0.25573, 1.55850], [4.30652, 2.98018, 2.34923], [-5.54304, -0.26654, -3.44727], [4.84790, -0.73864, 4.35879], [-1.58908, -3.11000, 2.46300], [-1.05095, -1.74008, 3.44642], [1.75810, -0.08260, -0.11941], [-0.58540, -0.65301, -0.54774], [-3.77307, 1.01125, -2.28122], [-2.12405, 0.93196, 2.23746], [1.04488, 0.83364, -2.25212], [-2.60079, -3.00700, -4.88558], [-3.12440, -1.14426, 2.20479], [-0.00032, 0.34108, 3.01831], [-4.95136, -2.27416, -4.75357], [3.84394, 3.51278, 0.10491], [-0.84349, -1.73171, -3.72246], [5.36694, 1.66400, 4.10392], [2.17522, 3.65338, -0.50085], [3.24982, -1.80858, 2.80152], [2.23173, -1.69242, 0.50413], [-2.35655, -1.58661, 0.68891], [0.36542, 1.17425, 1.50142], [2.52011, 3.96801, 1.21693], [-0.66952, 2.62644, -1.78642], [-1.41123, 2.34162, -3.41228], [0.30410, 0.54562, -3.88021]], "lowdin_charge": [-0.11, 0.06, 0.08, -0.05, 0.17, -0.08, -0.09, -0.08, -0.08, -0.08, -0.09, -0.09, -0.05, -0.02, -0.02, -0.03, -0.12, -0.47, -0.05, -0.08, -0.02, -0.13, -0.39, -0.46, -0.09, -0.16, -0.23, -0.18, 0.10, 0.10, 0.10, 0.12, 0.13, 0.11, 0.14, 0.11, 0.15, 0.09, 0.10, 0.12, 0.14, 0.10, 0.10, 0.11, 0.10, 0.09, 0.12, 0.13, 0.12, 0.13, 0.10, 0.10, 0.11, 0.10], "multiplicity": 1, "e_homo_ev": -8.802, "gap_ev": 9.45}



# 4
{"formula": "C23H26N2O5S3", "method": "the ωB97M-V functional and the def2-TZVPD basis", "elements": ["S", "S", "S", "O", "O", "O", "O", "O", "N", "N", "C", "C", "C", "C", "C", "C", "C", "C", "C", "C", "C", "C", "C", "C", "C", "C", "C", "C", "C", "C", "C", "C", "C", "H", "H", "H", "H", "H", "H", "H", "H", "H", "H", "H", "H", "H", "H", "H", "H", "H", "H", "H", "H", "H", "H", "H", "H", "H", "H"], "positions_angstrom": [[-3.95427, -1.22548, 0.16681], [6.15473, -0.21373, 0.56863], [1.70104, 1.37886, -0.41467], [2.08575, 1.15840, -1.69547], [0.36220, -2.10237, 0.74804], [-3.87649, -2.46358, -0.36926], [-4.55565, -1.02228, 1.58678], [1.69193, 2.41980, 0.44243], [2.48192, 0.16331, 0.44477], [-4.95665, -0.37490, -0.96931], [-0.01553, 0.71650, -0.19685], [-5.62181, 0.81241, -0.37076], [6.14891, 1.95251, -0.71624], [-4.22091, 2.24834, 1.10066], [2.26092, -3.52079, -0.03280], [7.02125, 0.82800, -0.49324], [2.61170, -1.23870, -0.30336], [-1.96261, -0.43707, -1.32862], [-3.16343, 3.05277, 1.43053], [-2.52503, -0.41802, 0.13245], [-0.77019, 0.21003, -1.21909], [-2.52931, 3.23620, -0.76310], [5.03776, 2.00731, -0.24918], [0.83748, -4.34645, 0.05585], [-0.65530, 0.62156, 1.17187], [-0.16219, -3.00501, -0.28059], [1.87756, -2.41568, 0.56269], [-4.51977, 1.69769, 0.08275], [-3.66788, 2.34302, -1.18767], [4.91163, 0.68491, 0.68268], [-2.19921, 3.37930, 0.51811], [3.60821, 0.39375, 1.42811], [-1.85840, 0.19599, 0.89360], [3.18235, 1.49784, 2.08044], [3.73775, -1.42387, -0.23700], [0.51893, -5.03654, 0.72975], [2.34659, -2.37739, 1.60626], [-6.23540, 1.28300, -1.11983], [0.75208, -5.00466, -1.03700], [3.68004, -0.33342, 2.06666], [-6.06862, 0.81875, 0.40866], [2.56887, -3.52322, -1.12379], [-1.38715, 4.01520, 0.63578], [-5.67482, -1.12569, -1.51824], [-1.00987, -3.36172, 0.06238], [2.21326, -1.23497, -1.20662], [-0.22882, 0.17579, -2.27351], [-3.00919, 3.30293, 2.67213], [8.16717, 0.56122, -0.86287], [-0.03580, 0.78013, 1.83753], [-3.72487, 1.75710, -2.21709], [4.40453, 2.63151, -0.15872], [-2.27335, -0.01285, 2.07839], [-1.77315, 3.43638, -1.52634], [6.70857, 2.57565, -1.32094], [-4.83093, 1.73764, 2.05872], [2.92325, -4.30283, 0.37469], [-0.10165, -2.80750, -1.38150], [-2.42818, -0.74506, -2.05452]], "lowdin_charge": [0.67, 1.06, 0.55, -0.22, -0.09, -0.24, -0.34, -0.24, -0.20, -0.11, -0.15, -0.18, -0.28, -0.20, -0.23, -0.36, -0.02, 0.06, -0.09, -0.36, -0.11, -0.10, -0.05, -0.04, 0.05, -0.13, -0.33, -0.27, 0.10, -0.57, -0.15, -0.17, -0.22, 0.21, 0.12, 0.04, 0.18, 0.13, 0.16, 0.03, 0.00, 0.14, 0.10, 0.20, 0.05, 0.05, 0.16, 0.18, 0.13, 0.04, 0.13, 0.00, 0.22, 0.10, 0.09, 0.19, 0.13, 0.13, 0.02], "multiplicity": 1, "e_homo_ev": -8.065, "gap_ev": 7.49}